*P*
17
Properties=species:S:1:pos:R:3:lowdin_charge:R:1 method="wB97M-V/def2-TZVPD" lumo_energy_ev=1.1 total_charge=0 homo_lumo_gap_ev=8.10
C -0.950 0.888 -2.131 -0.128
C -0.863 0.954 -0.615 -0.148
C 0.067 0.254 0.083 -0.363
C 1.369 -0.140 -0.522 -0.063
N -0.237 -0.234 1.367 -0.058
C 0.430 -1.430 1.914 -0.089
H -0.142 1.512 -2.537 0.063
H -1.922 1.208 -2.493 0.062
H -0.709 -0.125 -2.490 0.070
H -1.623 1.584 -0.162 0.087
H 1.531 0.444 -1.425 0.068
H 2.257 -0.040 0.101 0.084
H 1.351 -1.166 -0.943 0.096
H -1.200 -0.140 1.638 0.112
H -0.165 -2.320 1.747 0.073
H 0.494 -1.256 2.984 0.072
H 1.411 -1.506 1.457 0.061

*Q*
17
Properties=species:S:1:pos:R:3:lowdin_charge:R:1 method="wB97M-V/def2-TZVPD" lumo_energy_ev=0.9 total_charge=0 homo_lumo_gap_ev=9.32
C -2.186 -0.830 -1.198 -0.085
N -1.234 -1.095 -0.401 -0.082
C -1.598 -0.073 0.617 -0.204
C -0.060 0.482 0.516 -0.176
C 1.215 -0.357 0.152 -0.271
C 2.493 0.509 0.119 -0.129
H -3.221 -0.925 -0.856 0.075
H -1.985 -0.498 -2.209 0.079
H -2.242 -0.453 1.449 0.111
H -2.116 0.861 0.291 0.094
H -0.155 1.231 -0.287 0.107
H 0.104 0.973 1.464 0.090
H 1.122 -0.839 -0.828 0.090
H 1.354 -1.171 0.871 0.101
H 2.438 1.293 -0.649 0.068
H 3.371 -0.105 -0.128 0.068
H 2.701 0.997 1.078 0.065

*P* has the most favorable energy; the next structure is 264.0 kJ/mol above.